{"formula": "C4H10ClO2", "method": "wB97M-V/def2-TZVPD", "gap_ev": 7.1, "de_lowest_kj_mol": 453.8, "largest_force_ev_per_a": 11.0, "lumo_ev": 3.32, "e_homo_ev": -3.8, "e_tot_ev": -20925.45006, "total_charge": -1, "symbols": ["Cl", "C", "O", "C", "C", "O", "C", "H", "H", "H", "H", "H", "H", "H", "H", "H", "H"], "coordinates": [[1.111, 0.098, 4.187], [-0.620, 2.641, -0.164], [-0.147, 1.424, -0.452], [-0.130, 0.443, 0.497], [0.408, -0.712, 0.170], [-0.299, -1.225, -0.993], [0.159, -2.546, -1.328], [-1.737, 2.650, -0.087], [-0.462, 3.436, -0.917], [-0.053, 3.092, 0.499], [-1.275, 0.440, 0.728], [0.373, 0.815, 1.375], [0.391, -1.380, 0.795], [1.408, -0.601, -0.005], [1.236, -2.479, -1.313], [0.012, -2.865, -2.311], [-0.383, -3.231, -0.681]]}



{"formula": "C20H49N14O23S", "method": "wB97M-V/def2-TZVPD", "gap_ev": 2.8, "largest_force_ev_per_a": 2.6, "lumo_ev": 1.41, "e_homo_ev": -1.4, "e_tot_ev": -100290.23465, "total_charge": -1, "symbols": ["N", "C", "C", "C", "C", "C", "C", "C", "S", "C", "N", "N", "C", "O", "H", "H", "H", "H", "H", "H", "H", "H", "H", "H", "H", "H", "H", "H", "H", "H", "C", "N", "O", "O", "H", "H", "H", "C", "N", "O", "O", "H", "H", "H", "C", "N", "O", "O", "H", "H", "H", "C", "N", "O", "O", "H", "H", "H", "C", "N", "O", "O", "H", "H", "H", "C", "N", "O", "O", "H", "H", "H", "C", "N", "O", "O", "H", "H", "H", "C", "N", "O", "O", "H", "H", "H", "C", "N", "O", "O", "H", "H", "H", "C", "N", "O", "O", "H", "H", "H", "C", "N", "O", "O", "H", "H", "H"], "coordinates": [[-2.311, 2.192, -0.639], [-0.918, 2.069, -1.091], [-0.323, 0.623, -0.826], [0.041, 0.454, 0.672], [0.661, -0.927, 1.051], [1.890, -1.352, 0.197], [3.245, -0.725, 0.686], [4.346, -0.673, -0.418], [4.199, 0.762, -1.562], [3.721, 0.055, -3.133], [4.347, -0.035, -4.291], [3.430, -0.668, -5.079], [2.334, -0.940, -4.438], [2.485, -0.462, -3.166], [-2.851, 2.264, -1.514], [-0.284, 2.869, -0.598], [-0.886, 2.301, -2.192], [0.541, 0.504, -1.525], [-1.120, -0.077, -1.172], [0.732, 1.292, 0.939], [-0.872, 0.612, 1.294], [-0.126, -1.724, 0.988], [1.000, -0.860, 2.118], [1.698, -1.121, -0.870], [1.960, -2.484, 0.264], [3.634, -1.422, 1.470], [3.084, 0.264, 1.169], [4.281, -1.621, -0.992], [5.347, -0.586, 0.062], [1.413, -1.438, -4.748], [-5.144, 4.969, -2.455], [-4.354, 4.272, -3.502], [-4.248, 3.070, -3.414], [-3.868, 4.967, -4.379], [-5.512, 4.232, -1.748], [-4.485, 5.679, -1.963], [-5.969, 5.476, -2.950], [-5.657, 1.483, 0.838], [-6.864, 2.203, 0.350], [-7.081, 2.206, -0.846], [-7.560, 2.748, 1.191], [-5.133, 1.050, -0.011], [-5.025, 2.208, 1.345], [-5.996, 0.707, 1.520], [2.935, 5.528, 0.139], [1.720, 4.670, 0.109], [1.604, 3.836, 0.989], [0.938, 4.870, -0.794], [3.542, 5.242, 0.993], [3.474, 5.365, -0.791], [2.605, 6.560, 0.227], [-0.316, 0.205, 5.862], [0.481, -0.470, 4.803], [0.593, -1.683, 4.862], [0.967, 0.233, 3.950], [-0.686, -0.547, 6.551], [0.342, 0.906, 6.369], [-1.139, 0.721, 5.372], [-0.235, -5.095, 4.781], [-1.458, -5.328, 5.594], [-1.358, -6.062, 6.565], [-2.473, -4.770, 5.237], [0.586, -5.653, 5.217], [-0.440, -5.440, 3.770], [-0.027, -4.027, 4.798], [1.604, 2.035, -6.157], [1.340, 3.384, -5.586], [0.192, 3.671, -5.336], [2.309, 4.103, -5.413], [0.661, 1.507, -6.258], [2.072, 2.178, -7.128], [2.268, 1.513, -5.475], [-2.902, -3.507, -2.162], [-2.694, -2.584, -1.015], [-3.523, -1.718, -0.838], [-1.700, -2.769, -0.337], [-3.818, -3.226, -2.672], [-2.045, -3.406, -2.823], [-2.975, -4.515, -1.762], [1.615, -4.649, 8.111], [2.265, -3.682, 7.184], [2.347, -3.996, 6.014], [2.668, -2.644, 7.669], [1.306, -5.523, 7.546], [2.346, -4.917, 8.870], [0.754, -4.152, 8.552], [4.533, -4.475, 2.009], [3.326, -5.330, 1.952], [3.190, -6.176, 2.816], [2.556, -5.117, 1.040], [5.134, -4.764, 2.866], [5.086, -4.625, 1.084], [4.192, -3.448, 2.104], [7.133, -1.653, -5.378], [7.947, -2.360, -6.404], [8.056, -3.567, -6.303], [8.448, -1.676, -7.274], [6.753, -2.383, -4.671], [7.782, -0.937, -4.881], [6.316, -1.153, -5.891], [-9.573, 4.808, -0.732], [-8.586, 5.920, -0.786], [-7.456, 5.680, -0.419], [-8.987, 6.994, -1.197], [-9.077, 3.920, -0.350], [-10.379, 5.116, -0.070], [-9.936, 4.642, -1.744]]}



{"formula": "C4H8NOS", "method": "wB97M-V/def2-TZVPD", "spin_multiplicity": 2, "gap_ev": [10.0, 6.8], "de_lowest_kj_mol": 89.9, "largest_force_ev_per_a": 0.8, "lumo_ev": [0.80, -2.19], "e_homo_ev": [-9.2, -9.0], "e_tot_ev": -18648.54731, "total_charge": 0, "symbols": ["C", "N", "C", "C", "S", "C", "O", "H", "H", "H", "H", "H", "H", "H", "H"], "coordinates": [[1.095, -1.753, 0.005], [0.654, -0.496, 0.633], [-0.205, 0.310, -0.206], [0.179, 1.789, -0.123], [-0.831, 2.849, -1.191], [-1.678, 0.094, 0.144], [-2.026, -0.606, 1.054], [0.383, -2.128, -0.740], [1.315, -2.473, 0.799], [2.066, -1.639, -0.490], [0.110, -0.752, 1.450], [-0.073, 0.037, -1.251], [1.223, 1.899, -0.440], [0.178, 2.240, 0.871], [-2.389, 0.629, -0.516]]}



{"formula": "C5H3NO", "method": "wB97M-V/def2-TZVPD", "gap_ev": 10.2, "de_lowest_kj_mol": 182.2, "largest_force_ev_per_a": 3.7, "lumo_ev": 0.92, "e_homo_ev": -9.3, "smiles": "C#Cc1cocn1", "e_tot_ev": -8768.11761, "total_charge": 0, "symbols": ["C", "C", "C", "C", "C", "H", "H", "H", "N", "O"], "coordinates": [[-0.185, 2.598, -0.917], [-0.204, 1.542, -0.353], [-0.014, 0.139, -0.020], [0.297, -0.980, -0.677], [0.018, -1.466, 1.344], [-0.318, 3.648, -1.243], [0.284, -1.146, -1.741], [0.054, -2.158, 2.103], [-0.278, -0.178, 1.359], [0.346, -1.999, 0.145]]}



{"formula": "C24H53N9O5PmS", "method": "wB97M-V/def2-TZVPD", "spin_multiplicity": 5, "gap_ev": [8.1, 9.6], "de_lowest_kj_mol": 0.0, "largest_force_ev_per_a": 0.4, "lumo_ev": [-8.20, -6.77], "e_homo_ev": [-16.4, -16.4], "e_tot_ev": -76767.76308, "total_charge": 3, "symbols": ["Pm", "N", "C", "C", "N", "C", "C", "N", "C", "C", "N", "H", "H", "H", "H", "H", "H", "H", "H", "H", "H", "H", "H", "H", "H", "H", "H", "H", "H", "C", "C", "O", "C", "C", "O", "C", "C", "O", "C", "C", "O", "H", "H", "H", "H", "H", "H", "H", "H", "H", "H", "H", "H", "H", "H", "H", "H", "C", "N", "C", "C", "C", "N", "C", "C", "O", "H", "H", "H", "H", "H", "H", "H", "H", "H", "H", "H", "H", "C", "C", "C", "N", "N", "C", "N", "S", "H", "H", "H", "H", "H", "H", "H"], "coordinates": [[0.080, -0.053, -0.022], [1.040, 1.190, 2.076], [1.549, 0.252, 3.106], [2.782, -0.451, 2.561], [2.561, -0.987, 1.198], [2.381, -2.451, 1.238], [1.141, -2.856, 2.015], [-0.069, -2.199, 1.462], [3.729, -0.660, 0.351], [3.405, -0.771, -1.122], [2.287, 0.153, -1.420], [1.777, 1.866, 1.885], [0.275, 1.712, 2.496], [0.746, -0.443, 3.351], [1.827, 0.775, 4.024], [3.107, -1.233, 3.251], [3.587, 0.283, 2.526], [3.256, -2.936, 1.687], [2.282, -2.816, 0.214], [1.253, -2.602, 3.068], [1.050, -3.941, 1.964], [-0.637, -1.817, 2.213], [-0.648, -2.907, 1.020], [4.591, -1.287, 0.601], [4.009, 0.377, 0.548], [3.100, -1.776, -1.390], [4.299, -0.531, -1.701], [2.005, 0.016, -2.386], [2.668, 1.094, -1.360], [-1.238, 0.096, -3.374], [-2.574, 0.054, -2.652], [-2.339, -0.307, -1.282], [-3.348, 0.177, -0.384], [-3.194, 1.670, -0.144], [-1.808, 1.961, 0.040], [-1.552, 3.363, -0.047], [-0.053, 3.583, 0.050], [0.678, 2.636, -0.732], [0.758, 2.949, -2.130], [-0.321, 2.260, -2.943], [-0.291, 0.868, -2.631], [-1.379, 0.510, -4.374], [-0.819, -0.902, -3.468], [-3.235, -0.679, -3.119], [-3.058, 1.031, -2.702], [-3.195, -0.357, 0.552], [-4.349, -0.033, -0.768], [-3.772, 1.960, 0.737], [-3.568, 2.244, -0.996], [-2.058, 3.899, 0.760], [-1.939, 3.748, -0.995], [0.287, 3.462, 1.077], [0.182, 4.602, -0.264], [1.737, 2.618, -2.472], [0.696, 4.027, -2.284], [-0.110, 2.409, -4.005], [-1.308, 2.679, -2.728], [-3.080, -2.311, 3.178], [-3.118, -1.014, 3.832], [-3.781, -0.965, 5.139], [-4.382, 0.408, 5.359], [-3.278, 1.432, 5.211], [-2.550, 1.232, 3.953], [-1.848, 2.400, 3.453], [-2.449, 0.044, 3.317], [-1.752, -0.074, 2.264], [-4.035, -2.810, 3.330], [-2.295, -2.952, 3.593], [-2.928, -2.182, 2.109], [-3.062, -1.200, 5.931], [-4.553, -1.731, 5.157], [-4.822, 0.474, 6.352], [-5.169, 0.588, 4.625], [-2.581, 1.369, 6.052], [-3.689, 2.442, 5.203], [-2.530, 3.251, 3.424], [-1.494, 2.192, 2.448], [-1.013, 2.668, 4.109], [2.910, -4.987, -3.412], [2.202, -3.677, -3.783], [1.074, -3.352, -2.868], [0.917, -2.246, -2.228], [-0.205, -2.198, -1.442], [-0.922, -3.292, -1.531], [-2.082, -3.466, -0.843], [-0.217, -4.496, -2.551], [3.698, -5.195, -4.132], [2.218, -5.831, -3.428], [3.359, -4.925, -2.420], [1.814, -3.755, -4.802], [2.904, -2.843, -3.765], [-2.612, -2.624, -0.670], [-2.643, -4.275, -1.066]]}